Entry 1:
A molecular structure, C21H9Cl5N2OPdS4, computed with ωB97M-V with the def2-TZVPD basis set.

The geometry in XYZ format:
```
43
Properties=species:S:1:pos:R:3:forces:R:3:nbo_charge:R:1
Pd 0.93479 -0.17784 -0.56566 -0.182 -0.638 -0.221 0.48
Cl -1.64893 1.68561 -1.05682 -0.208 0.095 -0.069 0.02
C -1.77183 0.09183 -1.73155 -0.576 0.260 -0.156 -0.09
C -0.67844 -0.73557 -1.63020 0.362 -0.652 -0.156 -0.20
C -0.79547 -2.00667 -2.18897 -0.137 -0.148 -0.063 -0.08
Cl 0.54573 -3.10976 -2.11033 0.016 0.130 -0.010 0.03
C -1.96953 -2.44744 -2.80831 0.304 0.004 0.117 -0.09
Cl -2.08062 -4.03462 -3.46272 0.011 0.021 0.006 0.06
C -3.05987 -1.58968 -2.88392 -0.045 0.138 0.050 -0.08
Cl -4.51851 -2.11090 -3.63080 0.009 0.012 0.000 0.06
C -2.96370 -0.30781 -2.34594 0.049 0.031 0.025 -0.08
Cl -4.32129 0.74684 -2.44648 0.118 0.080 0.074 0.06
C -1.82700 -4.11594 2.26767 -0.004 -0.003 -0.001 -0.19
C -2.47048 -2.93828 2.62966 -0.002 0.022 0.006 -0.20
C -1.90765 -1.71277 2.31970 -0.012 -0.013 0.044 -0.22
C -0.69822 -1.68570 1.63628 -0.013 -0.075 -0.036 0.16
C -0.05767 -2.85037 1.25049 -0.239 -0.058 0.121 -0.22
C -0.62211 -4.07197 1.58254 0.024 -0.006 -0.019 -0.20
N -0.09633 -0.44548 1.26140 -0.334 0.425 0.325 -0.19
N -0.31444 0.49571 2.04921 0.155 -0.419 -0.252 -0.12
C 0.19262 1.75162 1.66229 0.059 0.085 -0.112 0.12
C -0.60607 2.83105 2.01710 -0.033 -0.004 0.007 -0.18
C -0.32026 4.10371 1.55198 0.078 -0.068 -0.058 -0.22
C 0.78847 4.28685 0.73810 -0.005 -0.028 0.037 -0.16
C 1.63598 3.22524 0.44285 -0.127 0.016 -0.072 -0.22
C 1.35268 1.94373 0.89260 0.247 0.789 0.649 -0.21
H -2.27531 -5.07043 2.50922 -0.001 -0.002 0.002 0.22
H -3.41910 -2.97633 3.14835 0.002 0.003 -0.005 0.22
H -2.39583 -0.78472 2.58288 0.001 -0.020 -0.010 0.23
H 0.86108 -2.79197 0.69679 0.246 0.004 -0.142 0.24
H -0.12692 -4.98791 1.29040 0.004 -0.002 -0.005 0.23
H -1.48104 2.63050 2.62209 0.019 0.023 0.001 0.23
H -0.95523 4.93924 1.81359 -0.004 -0.033 -0.011 0.23
H 1.02282 5.27158 0.35533 0.010 -0.016 -0.007 0.23
H 2.52410 3.39125 -0.15329 -0.068 0.062 0.070 0.24
O 6.56977 3.27658 -1.89688 -0.114 0.160 0.026 -0.54
C 5.58352 2.65878 -1.62729 0.234 -0.326 -0.099 0.20
S 5.06573 2.27464 0.02396 -0.004 -0.022 0.041 0.34
C 3.67785 1.31748 -0.45826 0.011 -0.064 0.101 -0.54
C 3.40731 1.14599 -1.77196 0.069 0.110 0.004 -0.33
S 2.06938 0.30681 -2.47296 -0.062 -0.120 -0.094 -0.04
S 4.53004 1.91424 -2.86254 -0.026 0.093 -0.072 0.37
S 2.62003 0.66289 0.76037 0.171 0.154 -0.035 0.45
```
Forces are in eV/Å.

The spin multiplicity is 1. The value obtained for the total energy is -136383.7922 eV. The calculation puts the LUMO energy at -1.499 eV. Its highest occupied orbital energy is -8.3 eV. The value obtained for the energy above the lowest of the compared OMol25 structures with the same formula, charge and spin is 0.0 kJ/mol.



Entry 2:
A molecular structure, C22H10Cl6N2ORu, computed with ωB97M-V with the def2-TZVPD basis set.

The geometry in XYZ format:
```
42
Properties=species:S:1:pos:R:3:forces:R:3:nbo_charge:R:1
Ru 0.34536 0.05657 -1.13451 0.193 0.006 0.182 0.99
Cl 5.63719 -2.51150 3.00666 0.002 -0.002 -0.013 0.10
C 4.55804 -1.96722 1.79032 -0.044 0.036 0.112 -0.05
C 4.79746 -2.28375 0.45393 -0.007 -0.005 -0.084 -0.14
C 3.93764 -1.84305 -0.53448 0.046 -0.029 0.149 -0.23
C 2.81059 -1.10705 -0.19032 -0.119 0.084 -0.083 0.38
O 2.00177 -0.75312 -1.21646 0.006 0.213 0.131 -0.52
C 2.56319 -0.76616 1.15483 -0.035 0.043 0.015 -0.21
C 1.50014 0.10519 1.56931 0.159 -0.071 -0.089 0.23
N 0.56422 0.54376 0.79979 -0.146 0.004 -0.044 -0.43
C -0.38359 1.52413 1.22567 -0.005 0.048 -0.034 0.07
C -0.68184 1.88240 2.51272 -0.017 0.006 -0.002 -0.15
C -1.61473 2.91135 2.76134 -0.012 0.011 -0.021 -0.17
C -2.22495 3.57607 1.73446 0.015 -0.011 0.020 -0.14
C -1.94282 3.21676 0.39507 -0.005 0.000 -0.010 -0.11
C -2.50704 3.85395 -0.73185 -0.005 0.008 -0.006 -0.01
C -2.17629 3.44502 -2.00160 0.022 -0.039 0.033 -0.26
C -1.29593 2.37613 -2.16015 -0.035 0.018 -0.036 0.13
N -0.74802 1.75211 -1.12092 0.191 0.007 0.072 -0.48
C -1.03558 2.17357 0.15814 0.019 -0.009 0.104 0.24
C 3.46383 -1.19942 2.13717 0.070 -0.052 -0.044 -0.14
H 5.66960 -2.86918 0.19608 0.001 0.004 -0.007 0.26
H 4.12011 -2.07100 -1.57503 -0.009 0.001 -0.012 0.26
H 1.52715 0.44626 2.60028 0.008 0.019 0.003 0.22
H -0.22084 1.39068 3.35900 0.010 -0.024 -0.014 0.24
H -1.83652 3.17439 3.78598 -0.002 0.009 -0.001 0.26
H -2.92458 4.37745 1.93137 -0.004 -0.002 0.001 0.25
H -3.19982 4.67336 -0.58306 -0.003 0.000 -0.009 0.25
H -2.59085 3.92252 -2.87699 -0.003 0.004 0.000 0.27
H -1.03570 2.00319 -3.14227 0.008 0.013 -0.003 0.23
H 3.30819 -0.92865 3.17333 -0.004 0.003 0.005 0.24
Cl 0.00941 -0.74379 -3.46624 -0.205 -0.228 -0.118 0.18
C -0.99283 -1.76430 -2.44170 0.078 0.111 -0.249 0.09
C -0.84192 -1.41675 -1.09519 -0.118 -0.138 -0.003 -0.17
C -1.55834 -2.14983 -0.13066 -0.118 -0.113 -0.020 -0.02
Cl -1.43047 -1.80293 1.53147 0.033 0.023 0.011 0.12
C -2.40614 -3.16738 -0.56158 -0.015 -0.014 -0.003 -0.11
Cl -3.31415 -4.06416 0.56681 0.025 0.018 0.003 0.15
C -2.53160 -3.46935 -1.93922 -0.013 0.022 -0.028 0.01
Cl -3.56427 -4.70275 -2.44031 0.016 0.005 0.018 0.21
C -1.81297 -2.75002 -2.91920 0.026 0.036 0.061 -0.16
Cl -1.94209 -3.07350 -4.58196 -0.006 -0.016 0.012 0.15
```
Forces are in eV/Å.

The spin multiplicity is 1. Its total charge is +2. The value obtained for the total energy is -105704.9195 eV. The calculation puts the LUMO energy (alpha / beta) at -9.198 / -9.198 eV. Its highest occupied orbital energy (alpha / beta) is -14.3 / -14.3 eV.



Entry 3:
A molecular structure, C22H11Cl5CsF9N2, computed with ωB97M-V with the def2-TZVPD basis set.

The geometry in XYZ format:
```
50
Properties=species:S:1:pos:R:3:forces:R:3:nbo_charge:R:1
Cs -4.79644 -4.99429 17.81957 -0.764 -0.369 0.499 0.89
C -6.06293 -4.52833 21.91895 -0.621 0.931 -0.038 -0.42
N -4.88137 -5.08287 21.33541 1.326 1.489 -0.030 -0.43
C -3.71108 -4.16706 21.47431 -0.928 -0.019 -0.994 -0.43
C -4.60272 -6.43656 21.76637 -2.024 1.074 0.555 -0.21
C -5.65395 -7.41277 21.22859 0.053 -0.827 -0.453 -0.22
N -5.62143 -7.55139 19.76345 -0.298 2.964 1.988 -0.67
C -6.19112 -8.51510 19.13953 -0.447 -1.593 -2.954 0.15
C -6.86793 -8.25788 17.83706 -0.557 1.394 0.537 0.21
F -7.44200 -6.99121 17.64466 1.031 -1.014 0.225 -0.35
C -6.98354 -9.13400 16.79011 0.913 -0.570 0.784 0.34
F -7.42667 -8.73028 15.57134 -0.106 -0.258 0.543 -0.33
C -6.54330 -10.45671 16.99346 -0.951 -0.070 -0.742 -0.47
C -6.13742 -10.79523 18.28287 0.303 -0.774 -0.716 0.33
F -5.73217 -12.10007 18.43520 -0.155 0.225 0.363 -0.35
C -5.98926 -9.92182 19.32598 -0.864 0.988 -0.467 0.20
F -5.46362 -10.27867 20.50209 0.540 -0.839 0.570 -0.33
H -6.90353 -5.20409 21.79734 -0.129 0.132 -0.270 0.20
H -6.28362 -3.55256 21.45231 -0.079 -0.508 -0.073 0.21
H -6.02504 -4.29790 22.99531 0.453 -0.247 0.353 0.14
H -3.21988 -4.07184 22.44573 -0.687 0.181 0.789 0.15
H -3.93236 -3.15080 21.02567 0.116 -1.147 0.647 0.21
H -2.91643 -4.61071 20.91490 0.490 -0.175 -0.841 0.20
H -4.56761 -6.40651 22.87525 -0.214 -0.561 0.032 0.14
H -3.63827 -6.68923 21.45769 1.545 -0.637 -0.828 0.19
H -6.69652 -7.14013 21.59171 1.118 -0.236 -0.367 0.16
H -5.39401 -8.36616 21.67140 -0.172 -0.405 0.598 0.17
H -6.75053 -11.22600 16.22520 0.427 0.524 0.658 0.22
Cl -1.09204 -4.88319 18.90384 -0.394 -0.532 1.261 -0.02
C -1.14881 -4.38876 17.26825 0.096 1.078 -3.516 -0.11
C -2.23584 -4.13558 16.47975 -2.755 -0.530 2.532 -0.36
C -2.49986 -3.62461 15.28314 3.861 0.833 -0.202 -0.07
Cl -4.05492 -3.15354 14.56545 -0.181 -0.411 0.189 -0.06
C -1.28086 -3.25259 14.59355 -1.144 -1.518 2.191 -0.10
Cl -1.38681 -2.68547 13.00452 0.578 0.673 -1.149 0.02
C -0.07338 -3.56955 15.26366 -1.276 -0.641 0.906 -0.16
Cl 1.35157 -3.33689 14.42033 1.817 0.392 -1.001 0.01
C 0.02494 -4.17054 16.58673 -0.592 0.687 -1.523 -0.07
Cl 1.53447 -4.69535 17.24135 0.742 0.134 -0.067 -0.02
F -6.16136 -2.16324 19.38632 0.788 0.483 0.983 -0.35
C -7.32847 -2.27254 18.72716 -2.374 1.919 -0.977 0.26
C -7.42662 -3.11910 17.70183 1.003 -1.881 -0.491 -0.51
C -8.55873 -3.28236 16.98953 -1.979 1.653 1.495 0.34
F -8.69277 -4.22031 16.06266 -0.005 -0.955 -1.361 -0.34
C -9.70975 -2.49982 17.25564 1.142 0.305 0.122 0.21
F -10.86453 -2.53680 16.53572 0.147 -0.267 0.161 -0.34
C -9.57475 -1.49274 18.21798 0.244 -0.318 -0.008 0.22
F -10.62239 -0.64241 18.44342 0.473 -0.172 -0.087 -0.33
C -8.37788 -1.33341 18.92883 0.576 -0.730 -0.548 0.23
F -8.21144 -0.17470 19.60530 -0.089 0.141 0.725 -0.34
```
Forces are in eV/Å.

The spin multiplicity is 1. Its total charge is -2. The value obtained for the total energy is -113586.0965 eV. The calculation puts the LUMO energy at 3.840 eV. Its highest occupied orbital energy is -1.8 eV. The value obtained for the energy above the lowest of the compared OMol25 structures with the same formula, charge and spin is 154.1 kJ/mol.



Entry 4:
A molecular structure, C22H12BrN5O8Ru, computed with ωB97M-V with the def2-TZVPD basis set.

The geometry in XYZ format:
```
49
Properties=species:S:1:pos:R:3:forces:R:3:nbo_charge:R:1
Ru -0.90519 -0.41452 -0.54959 0.365 -0.653 0.266 1.39
Br 1.94772 6.13491 -2.07533 0.058 0.112 -0.022 0.19
C 0.93188 4.61736 -1.70235 0.114 -0.140 -0.022 -0.09
C -0.39804 4.74528 -1.31174 -0.073 -0.147 0.030 -0.15
C -1.15177 3.61584 -1.03289 0.012 0.138 -0.008 -0.22
C -0.56683 2.36438 -1.12369 0.009 -0.129 0.047 0.35
O -1.35403 1.31303 -0.74802 -0.158 0.476 -0.277 -0.47
C 0.76645 2.21752 -1.54433 0.023 -0.283 -0.023 -0.19
C 1.35912 0.93504 -1.83443 -0.074 0.224 -0.031 0.25
N 0.76848 -0.18961 -1.63997 0.061 -0.026 -0.037 -0.43
C 1.27342 -1.43670 -2.12328 -0.048 0.119 0.015 0.07
C 2.51618 -1.68757 -2.63920 0.079 -0.057 -0.030 -0.14
C 2.82467 -2.97160 -3.13639 -0.032 0.034 0.018 -0.19
C 1.89415 -3.97444 -3.12901 -0.011 0.019 0.009 -0.07
C 0.60607 -3.73852 -2.59156 0.009 -0.128 -0.038 -0.13
C -0.42843 -4.70026 -2.55148 0.037 0.005 -0.014 -0.01
C -1.65272 -4.38622 -2.01097 -0.017 0.040 0.012 -0.26
C -1.85397 -3.11658 -1.47535 -0.026 -0.010 0.042 0.14
N -0.89779 -2.18669 -1.49890 -0.001 0.121 -0.089 -0.49
C 0.32300 -2.46859 -2.07591 -0.060 0.085 0.048 0.24
C 1.50590 3.36048 -1.83584 -0.059 0.208 0.011 -0.14
H -0.84516 5.72619 -1.22915 0.005 0.008 -0.005 0.26
H -2.18694 3.69854 -0.73029 0.005 -0.013 0.001 0.26
H 2.33082 0.94743 -2.31949 -0.008 -0.007 -0.020 0.22
H 3.27908 -0.92134 -2.67394 -0.001 -0.002 0.002 0.24
H 3.81233 -3.15055 -3.53707 0.002 -0.004 0.000 0.26
H 2.12960 -4.95141 -3.52995 0.002 0.001 0.001 0.24
H -0.24752 -5.68931 -2.95497 0.001 0.000 0.003 0.26
H -2.45649 -5.10682 -1.97612 -0.005 0.006 -0.001 0.27
H -2.78838 -2.83810 -1.00505 -0.004 -0.014 -0.001 0.25
H 2.52934 3.26685 -2.17450 0.003 0.016 -0.006 0.25
O -2.65294 1.44492 6.23445 0.044 -0.076 0.014 -0.32
N -1.50091 1.62191 5.91722 -0.073 0.220 -0.047 0.53
O -0.65303 2.21761 6.53572 0.009 -0.088 0.012 -0.32
C -1.09104 1.07963 4.59786 0.052 -0.048 0.000 0.04
C 0.20743 1.27667 4.16420 -0.006 -0.017 -0.014 -0.10
C 0.56078 0.79299 2.92353 0.161 0.076 0.032 -0.01
C -0.32064 0.07476 2.11517 -0.180 -0.109 -0.018 0.37
O 0.14825 -0.45105 0.96801 -0.091 0.102 0.057 -0.52
C -1.62700 -0.08266 2.60295 -0.108 -0.039 0.078 -0.06
C -2.01931 0.40769 3.84253 0.019 -0.023 0.008 -0.11
N -2.65087 -0.80528 1.86156 -0.024 0.068 -0.007 0.56
O -3.57315 -1.27315 2.44146 -0.002 -0.001 -0.003 -0.20
O -2.57362 -0.89963 0.59988 0.058 -0.005 0.057 -0.45
N 1.92949 1.08670 2.44156 -0.016 -0.112 -0.083 0.53
O 2.04089 1.39458 1.26938 -0.050 0.044 0.002 -0.38
O 2.81295 1.02178 3.25320 0.011 0.011 0.031 -0.29
H 0.92411 1.80667 4.77866 -0.006 0.006 0.009 0.31
H -3.02635 0.27183 4.21339 -0.005 -0.010 -0.008 0.30
```
Forces are in eV/Å.

The spin multiplicity is 1. Its total charge is +2. The value obtained for the total energy is -119439.0640 eV. The calculation puts the LUMO energy (alpha / beta) at -9.002 / -9.003 eV. Its highest occupied orbital energy (alpha / beta) is -14.6 / -14.6 eV. The value obtained for the energy above the lowest of the compared OMol25 structures with the same formula, charge and spin is 0.0 kJ/mol.